(1)
{
  "formula": "C41H53CuN3O6S3",
  "method": "ωB97M-V/def2-TZVPD",
  "symbols": ["Cu", "C", "C", "S", "C", "C", "S", "C", "C", "S", "H", "H", "H", "H", "H", "H", "H", "H", "H", "H", "H", "H", "C", "C", "N", "O", "H", "H", "H", "H", "H", "C", "C", "O", "C", "C", "C", "C", "C", "C", "H", "H", "H", "H", "H", "H", "H", "H", "O", "C", "O", "C", "C", "C", "C", "C", "C", "N", "O", "O", "H", "H", "H", "H", "C", "C", "C", "C", "C", "C", "C", "C", "N", "C", "C", "C", "C", "C", "C", "C", "C", "C", "C", "H", "H", "H", "H", "H", "H", "H", "H", "H", "H", "H", "H", "H", "H", "H", "H", "H", "H", "H", "H", "H", "H", "H", "H"],
  "xyz": [[-0.832, 0.588, -1.028], [-2.083, -2.930, -5.202], [-1.201, -1.836, -5.803], [-0.303, -0.854, -4.553], [-1.018, 0.800, -4.777], [-2.477, 0.956, -4.372], [-2.823, 0.953, -2.573], [-3.801, -0.572, -2.341], [-3.154, -1.889, -2.753], [-3.634, -2.354, -4.461], [-1.538, -3.506, -4.457], [-2.403, -3.612, -5.991], [-1.791, -1.161, -6.422], [-0.439, -2.302, -6.431], [-0.910, 1.065, -5.830], [-0.375, 1.459, -4.192], [-3.074, 0.159, -4.805], [-2.858, 1.910, -4.746], [-4.755, -0.432, -2.850], [-3.969, -0.579, -1.265], [-3.502, -2.682, -2.092], [-2.074, -1.829, -2.691], [3.376, 1.109, -2.142], [2.076, 1.290, -1.408], [2.120, 2.046, -0.302], [1.034, 0.760, -1.827], [3.858, 2.072, -2.315], [3.197, 0.604, -3.087], [4.035, 0.503, -1.512], [3.019, 2.211, 0.121], [1.319, 2.077, 0.307], [-0.373, 4.056, -2.082], [-1.208, 3.707, -0.883], [-1.125, 2.616, -0.347], [-2.148, 4.716, -0.329], [-2.086, 6.060, -0.692], [-2.958, 6.976, -0.124], [-3.904, 6.553, 0.801], [-3.973, 5.213, 1.164], [-3.097, 4.300, 0.605], [0.086, 3.154, -2.478], [0.418, 4.749, -1.784], [-0.978, 4.535, -2.854], [-1.348, 6.403, -1.407], [-2.902, 8.021, -0.403], [-4.592, 7.268, 1.235], [-4.711, 4.883, 1.885], [-3.138, 3.251, 0.870], [-2.783, -2.326, 1.211], [-1.892, -1.515, 0.959], [-1.738, -0.902, -0.152], [-0.890, -1.246, 2.078], [-1.317, -1.484, 3.408], [-0.500, -1.584, 4.499], [0.996, -1.376, 4.500], [2.213, 0.496, 3.084], [0.414, -0.693, 1.842], [3.393, 0.277, 2.547], [3.523, 0.448, 1.251], [4.373, -0.109, 3.222], [-2.368, -1.722, 3.514], [-0.965, -1.827, 5.450], [1.411, -1.642, 5.472], [2.148, -0.420, 0.983], [1.669, 0.805, 6.564], [1.116, 1.113, 5.202], [0.525, 2.282, 4.913], [-0.195, 2.518, 3.664], [-1.124, 3.706, 3.578], [-0.110, 1.640, 2.659], [0.812, 0.477, 2.701], [1.309, 0.077, 4.150], [1.296, -1.041, 0.963], [1.540, -2.341, 0.272], [0.868, -3.533, 0.961], [1.267, -4.830, 0.244], [2.786, -5.014, 0.302], [3.463, -3.823, -0.381], [3.022, -3.759, -1.847], [1.502, -3.579, -1.907], [0.813, -4.763, -1.220], [1.102, -2.280, -1.200], [3.066, -2.527, 0.330], [1.722, 1.709, 7.170], [2.673, 0.378, 6.481], [1.037, 0.083, 7.091], [0.462, 3.044, 5.686], [-1.365, 4.091, 4.570], [-2.057, 3.436, 3.080], [-0.671, 4.520, 3.006], [-0.822, 1.685, 1.841], [1.472, -2.019, 3.755], [-0.219, -3.445, 0.938], [1.182, -3.580, 2.010], [0.773, -5.666, 0.743], [3.067, -5.943, -0.204], [3.119, -5.091, 1.342], [4.549, -3.936, -0.329], [3.311, -4.679, -2.365], [3.517, -2.923, -2.354], [1.181, -3.527, -2.950], [1.075, -5.695, -1.733], [-0.275, -4.651, -1.271], [0.023, -2.141, -1.246], [1.568, -1.416, -1.683], [3.554, -1.672, -0.145], [3.395, -2.549, 1.375]],
  "lowdin_charge": [0.209, -0.547, -0.520, 0.869, -0.526, -0.494, 0.933, -0.500, -0.511, 0.868, 0.068, 0.066, 0.075, 0.066, 0.078, 0.046, 0.025, 0.071, 0.069, 0.067, 0.078, 0.026, 0.024, -0.540, 0.210, -0.062, 0.090, 0.088, 0.088, 0.106, 0.093, 0.011, -0.365, -0.010, -0.149, -0.026, -0.072, -0.070, -0.064, -0.023, 0.063, 0.103, 0.097, 0.110, 0.106, 0.107, 0.110, 0.120, 0.040, -0.599, -0.095, -0.026, -0.009, 0.003, -0.076, -0.077, -0.108, -0.358, -0.145, -0.027, 0.121, 0.109, 0.114, 0.100, -0.031, -0.191, 0.004, -0.242, -0.041, 0.025, -0.181, -0.193, 0.240, -0.340, -0.054, -0.272, -0.115, -0.277, -0.111, -0.277, -0.108, -0.073, -0.067, 0.080, 0.094, 0.083, 0.114, 0.074, 0.065, 0.085, 0.105, 0.122, 0.121, 0.129, 0.142, 0.120, 0.122, 0.142, 0.120, 0.121, 0.130, 0.121, 0.124, 0.106, 0.105, 0.117, 0.136],
  "spin_multiplicity": 2,
  "charge": 0,
  "homo_ev": [-7.4, -7.4],
  "largest_force_ha_per_bohr": 0.0148
}



(2)
{
  "formula": "C4H9NO",
  "method": "ωB97M-V/def2-TZVPD",
  "symbols": ["C", "N", "C", "O", "H", "H", "H", "H", "H", "C", "C", "H", "H", "H", "H"],
  "xyz": [[0.599, 2.455, 0.464], [0.335, 1.035, 0.412], [0.448, 0.381, 1.487], [0.214, -0.933, 1.577], [-0.278, 3.001, 0.099], [1.433, 2.703, -0.202], [0.841, 2.826, 1.473], [0.741, 0.797, 2.458], [-0.060, -1.241, 0.690], [-0.670, -2.473, -1.266], [-0.398, -1.214, -1.600], [-1.688, -2.808, -1.081], [0.114, -3.220, -1.166], [-1.174, -0.460, -1.690], [0.617, -0.868, -1.776]],
  "nbo_charge": [-0.423, -0.518, 0.415, -0.686, 0.198, 0.198, 0.168, 0.134, 0.505, -0.426, -0.376, 0.199, 0.199, 0.206, 0.207],
  "smiles": "C/N=C/O.C=C",
  "charge": 0,
  "homo_ev": -9.7,
  "largest_force_ha_per_bohr": 0.0102
}



(3)
{
  "formula": "C36H26N7O2W",
  "method": "ωB97M-V/def2-TZVPD",
  "symbols": ["W", "C", "C", "C", "C", "C", "C", "N", "C", "C", "C", "C", "C", "C", "N", "N", "C", "C", "C", "C", "C", "N", "H", "H", "H", "H", "H", "H", "H", "H", "H", "H", "H", "H", "H", "O", "C", "N", "C", "O", "C", "C", "C", "C", "C", "N", "C", "C", "C", "C", "C", "N", "H", "H", "H", "H", "H", "H", "H", "H", "C", "C", "C", "C", "C", "C", "C", "H", "H", "H", "H", "H"],
  "xyz": [[-0.215, -0.790, -0.481], [-3.110, 2.001, 3.815], [-2.941, 0.626, 3.743], [-1.960, 0.082, 2.931], [-1.137, 0.933, 2.197], [-1.283, 2.312, 2.298], [-2.282, 2.843, 3.091], [-0.092, 0.387, 1.370], [0.997, -0.187, 2.128], [1.304, 0.268, 3.406], [2.298, -0.350, 4.147], [3.006, -1.412, 3.610], [2.712, -1.867, 2.337], [1.708, -1.270, 1.579], [1.421, -1.755, 0.285], [0.351, -2.636, 0.289], [0.393, -3.239, -0.992], [1.073, -4.377, -1.393], [1.118, -4.658, -2.753], [0.468, -3.820, -3.653], [-0.191, -2.700, -3.182], [-0.208, -2.412, -1.878], [-3.876, 2.418, 4.449], [-3.571, -0.022, 4.335], [-1.821, -0.990, 2.862], [-0.627, 2.968, 1.745], [-2.404, 3.913, 3.146], [0.757, 1.100, 3.822], [2.507, -0.005, 5.147], [3.775, -1.898, 4.189], [3.240, -2.702, 1.904], [1.579, -4.990, -0.665], [1.678, -5.509, -3.111], [0.500, -4.013, -4.712], [-0.694, -2.003, -3.844], [-2.015, 0.591, -2.650], [-0.941, 0.608, -2.035], [-0.955, 1.132, -0.656], [-2.320, 1.358, -0.236], [-2.790, 2.461, -0.134], [-3.018, 0.076, -0.038], [-4.395, 0.047, 0.176], [-5.023, -1.169, 0.357], [-4.243, -2.325, 0.313], [-2.882, -2.220, 0.118], [-2.253, -1.049, -0.047], [0.395, 0.556, -2.693], [0.693, 0.955, -3.989], [1.957, 0.681, -4.481], [2.864, -0.003, -3.674], [2.476, -0.406, -2.407], [1.263, -0.143, -1.930], [-4.923, 0.987, 0.186], [-6.086, -1.224, 0.539], [-4.701, -3.294, 0.432], [-2.247, -3.100, 0.102], [-0.061, 1.472, -4.561], [2.233, 0.989, -5.478], [3.856, -0.228, -4.035], [3.136, -0.960, -1.751], [0.216, 1.129, 0.172], [1.205, 2.188, -0.009], [2.419, 2.238, 0.683], [3.343, 3.225, 0.393], [3.091, 4.162, -0.595], [1.883, 4.133, -1.274], [0.946, 3.164, -0.982], [2.647, 1.506, 1.442], [4.270, 3.256, 0.942], [3.824, 4.917, -0.834], [1.668, 4.874, -2.029], [-0.007, 3.174, -1.493]],
  "lowdin_charge": [1.619, -0.055, -0.053, -0.013, -0.255, -0.015, -0.042, -0.043, -0.175, -0.012, -0.059, -0.063, -0.004, -0.228, -0.145, -0.109, -0.353, 0.021, -0.030, -0.036, -0.080, -0.016, 0.111, 0.112, 0.129, 0.130, 0.118, 0.124, 0.111, 0.110, 0.115, 0.121, 0.117, 0.112, 0.130, 0.016, -0.540, -0.027, -0.341, 0.193, -0.159, 0.050, -0.002, -0.009, -0.077, -0.009, -0.220, 0.026, -0.023, -0.024, -0.071, -0.012, 0.137, 0.124, 0.119, 0.114, 0.131, 0.118, 0.113, 0.123, -0.323, -0.158, -0.007, -0.063, -0.070, -0.060, -0.021, 0.103, 0.110, 0.108, 0.111, 0.123],
  "charge": 1,
  "homo_ev": -9.8,
  "largest_force_ha_per_bohr": 0.0359
}